[1]
# C36H42CaN2O7PS

C36H42CaN2O7PS as an isolated structure (ωB97M-V with the def2-TZVPD basis set, the Open Molecules 2025 dataset).

Cartesian coordinates (Å):
Ca  -1.39980  0.04604  1.25545
O  0.66824  -0.92305  3.36851
C  -0.21409  -1.42419  4.35909
C  -1.57273  -0.72371  4.40853
N  -2.30948  -0.82068  3.15015
C  -2.56609  -2.21716  2.76819
C  -1.42952  -2.80788  1.88943
O  -1.29668  -4.02332  1.86647
O  -0.73328  -1.94334  1.22940
C  -3.52654  0.01973  3.14670
C  -4.08955  0.11454  1.70220
O  -5.18323  -0.39778  1.45845
O  -3.32785  0.68922  0.84840
H  0.34126  -1.24387  2.50497
H  0.27508  -1.26893  5.32299
H  -0.34976  -2.50422  4.23126
H  -1.42151  0.33604  4.62277
H  -2.14945  -1.17402  5.23410
H  -3.47447  -2.26969  2.16494
H  -2.70205  -2.86822  3.63796
H  -3.23278  1.02347  3.45732
H  -4.30326  -0.37191  3.81222
C  4.39500  3.51375  -0.33793
C  3.20701  3.35810  0.57738
C  3.34881  2.81521  1.84706
C  2.25361  2.60027  2.68263
C  2.45266  1.99641  4.04822
C  0.97922  2.92510  2.21602
C  0.81786  3.51168  0.95607
C  -0.55364  3.90930  0.47458
C  1.93460  3.72819  0.15740
C  -0.26361  2.53119  2.99856
O  -0.57314  3.11952  4.03071
O  -0.92596  1.61900  2.40450
H  5.30354  3.72817  0.22649
H  4.23648  4.32032  -1.05514
H  4.57112  2.59403  -0.90329
H  4.33754  2.53857  2.20200
H  3.44543  2.23325  4.43358
H  2.34791  0.91129  3.98545
H  1.70069  2.36903  4.74140
H  -1.00550  4.62191  1.16747
H  -1.21454  3.04182  0.43368
H  -0.50104  4.36639  -0.51441
H  1.80278  4.18223  -0.82133
N  0.33872  0.46526  -0.35743
S  0.52751  0.35500  -1.89783
C  1.30795  1.86447  -2.52027
C  2.67590  2.07618  -2.60045
C  3.14906  3.29939  -3.05228
C  2.26089  4.30544  -3.40867
C  0.89252  4.09739  -3.29951
C  0.41514  2.87402  -2.85548
C  1.82886  -0.83105  -2.27160
C  2.29797  -1.63216  -1.24910
C  3.24707  -2.60582  -1.53786
C  3.69985  -2.77431  -2.83679
C  3.19689  -1.98044  -3.86365
C  2.25034  -1.00962  -3.58412
H  1.15188  0.83533  0.13733
H  3.37501  1.30464  -2.30519
H  4.21645  3.46815  -3.11517
H  2.63485  5.25408  -3.77186
H  0.19970  4.88904  -3.55251
H  -0.65025  2.70043  -2.75349
H  1.90346  -1.51263  -0.24713
H  3.61894  -3.24542  -0.74859
H  4.43633  -3.53614  -3.05790
H  3.53823  -2.12690  -4.88027
H  1.84847  -0.38969  -4.37711
C  -5.00638  -2.56070  -1.11448
P  -3.32940  -1.86236  -0.77119
C  -3.33490  -0.59338  -2.11152
C  -2.31480  -3.17552  -1.57907
C  -2.46681  -4.50383  -1.17919
C  -1.65144  -5.50307  -1.68580
C  -0.65179  -5.19587  -2.59919
C  -0.47637  -3.87913  -2.99663
C  -1.30161  -2.88395  -2.49058
H  -5.24457  -3.35165  -0.40415
H  -5.07012  -2.95059  -2.13189
H  -5.72646  -1.75709  -0.96183
H  -3.45585  -1.04639  -3.09735
H  -2.42022  -0.00051  -2.08173
H  -4.16593  0.07784  -1.89535
H  -3.21399  -4.75793  -0.43715
H  -1.78087  -6.52320  -1.34594
H  -0.00977  -5.97584  -2.98989
H  0.31123  -3.62179  -3.69641
H  -1.15099  -1.86139  -2.81434

total charge	-1
HOMO energy	-5.40	eV
electronic energy	-93895.3970	eV
2S+1	1
ΔE to the lowest compared entry with this formula, charge and spin	116.8	kJ/mol
LUMO level	2.02	eV
HOMO-LUMO gap	7.424	eV

The Mulliken scheme yields these atomic charges, measured in e: Ca 2.29; O -0.50; C -0.79; C -0.72; N -0.05; C -0.99; C 0.87; O -0.84; O -0.77; C -0.55; C 0.37; O -0.72; O -0.75; H 0.38; H 0.51; H 0.30; H 0.37; H 0.38; H 0.50; H 0.34; H 0.30; H 0.54; C -1.78; C 0.81; C -0.91; C 1.18; C -1.70; C 1.25; C 0.40; C -1.81; C -0.16; C -1.05; O -0.74; O -0.64; H 0.57; H 0.36; H 0.13; H 0.42; H 0.50; H 0.14; H 0.35; H 0.42; H 0.03; H 0.35; H 0.63; N 0.11; S -0.04; C 0.32; C -0.42; C -0.90; C -0.61; C -0.69; C -0.49; C 0.59; C -0.44; C -0.62; C -0.46; C -0.77; C -0.38; H -0.23; H 0.71; H 0.63; H 0.38; H 0.39; H 0.45; H 0.24; H 0.42; H 0.38; H 0.40; H 0.47; C -1.50; P 1.90; C -1.29; C 0.21; C -0.76; C -0.72; C -0.55; C -0.48; C -0.17; H 0.38; H 0.44; H 0.44; H 0.44; H 0.06; H 0.45; H 0.21; H 0.35; H 0.38; H 0.36; H 0.18

=====

[2]
# C36H42ClGeIN8O4W

C36H42ClGeIN8O4W as an isolated structure (ωB97M-V with the def2-TZVPD basis set, the Open Molecules 2025 dataset).

Cartesian coordinates (Å):
W  2.46856  1.98503  -0.05477
C  -0.32242  -0.91143  2.59104
N  -0.09873  0.40060  3.17693
C  -0.08501  0.39547  4.63808
C  0.81497  1.20351  2.52610
N  1.57350  0.82536  1.56751
N  0.76015  2.53027  2.97204
C  1.44636  3.64603  2.50116
N  1.05624  4.78693  3.17843
N  2.28386  3.62462  1.54536
H  -1.21229  -1.34363  3.04205
H  0.52292  -1.59440  2.75405
H  -0.50334  -0.79984  1.52376
H  -0.92821  -0.19881  4.98356
H  -0.19386  1.39701  5.04785
H  0.83707  -0.04517  5.03628
H  1.40796  -0.13359  1.28015
H  -0.11425  2.75910  3.41601
H  0.96352  4.70323  4.17892
H  1.52556  5.63092  2.89343
H  2.76093  4.50927  1.41672
Cl  8.48096  5.95645  -0.39999
C  7.00870  5.10037  -0.76631
C  6.43306  5.22708  -2.00082
C  5.23683  4.57019  -2.33379
I  4.39788  4.81129  -4.21663
C  4.59001  3.75267  -1.41653
O  3.48211  3.11435  -1.60463
C  5.23640  3.60552  -0.13328
N  4.57246  2.77945  0.70930
C  5.04480  2.62101  1.93500
C  6.20023  3.27024  2.38983
C  6.89891  4.08600  1.53819
C  6.41929  4.28216  0.22389
H  6.90912  5.85944  -2.73807
H  4.47639  1.97212  2.59237
H  6.53726  3.10567  3.40406
H  7.80435  4.58244  1.85857
N  3.14533  0.62207  -1.73139
C  4.32603  -0.22878  -1.56444
C  4.22134  -0.94261  -0.23326
N  3.87634  0.02715  0.82326
H  2.34074  -0.00052  -1.88276
H  3.24780  1.27977  -2.49549
H  5.23893  0.36815  -1.64575
H  4.35267  -0.99205  -2.34602
H  5.16124  -1.45594  -0.01013
H  3.42649  -1.68415  -0.30720
H  4.72518  0.42246  1.20195
H  3.39954  -0.43364  1.58406
O  0.90011  2.59804  -0.24851
O  1.58991  -1.91470  -1.75643
C  0.62831  -1.33419  -1.19695
O  0.64984  -0.13822  -0.79307
C  -0.69842  -2.08721  -1.04573
C  -1.81905  -1.39777  -1.82799
Ge  -3.56779  -2.15415  -1.40754
C  -3.78020  -2.03797  0.54068
C  -3.86815  -3.16336  1.35788
C  -4.00056  -3.03819  2.73655
C  -4.05529  -1.77921  3.31807
C  -3.96074  -0.64709  2.51855
C  -3.81554  -0.77914  1.14459
C  -5.02806  -1.15603  -2.24103
C  -6.07302  -0.60269  -1.50443
C  -7.10147  0.08880  -2.13326
C  -7.09790  0.23581  -3.51176
C  -6.06593  -0.31369  -4.26081
C  -5.04277  -1.00439  -3.62840
C  -3.72696  -4.01177  -1.98736
C  -2.71175  -4.64404  -2.70212
C  -2.85729  -5.95541  -3.13833
C  -4.02362  -6.65270  -2.86281
C  -5.04750  -6.03481  -2.15652
C  -4.89864  -4.72428  -1.72709
H  -0.95639  -2.09186  0.01634
H  -0.57371  -3.12627  -1.35198
H  -1.61676  -1.43949  -2.90151
H  -1.84641  -0.33850  -1.55866
H  -3.83481  -4.15284  0.91517
H  -4.07164  -3.92465  3.35496
H  -4.17689  -1.68085  4.39028
H  -4.00091  0.33927  2.96436
H  -3.73589  0.11497  0.53495
H  -6.09201  -0.71263  -0.42618
H  -7.90624  0.51205  -1.54490
H  -7.89755  0.77552  -4.00308
H  -6.05934  -0.20411  -5.33802
H  -4.24627  -1.43247  -4.22848
H  -1.79468  -4.11240  -2.92823
H  -2.05868  -6.43063  -3.69401
H  -4.13813  -7.67469  -3.20143
H  -5.96333  -6.57306  -1.94609
H  -5.71173  -4.24784  -1.18834

total charge	0
HOMO energy (alpha / beta)	-5.82 / -5.82	eV
electronic energy	-137092.0658	eV
2S+1	1
ΔE to the lowest compared entry with this formula, charge and spin	218.6	kJ/mol
LUMO level (alpha / beta)	-0.33 / -0.33	eV
HOMO-LUMO gap (alpha / beta)	5.493 / 5.494	eV

The Mulliken scheme yields these atomic charges, measured in e: W 2.59; C -1.05; N 0.29; C -1.18; C -0.08; N 0.07; N 0.01; C 0.37; N -0.55; N -0.29; H 0.19; H 0.27; H 0.36; H 0.40; H 0.34; H 0.32; H 0.16; H 0.33; H 0.21; H 0.24; H 0.09; Cl -0.27; C 0.53; C -0.38; C -0.35; I 0.03; C 0.69; O -1.08; C 0.18; N 0.13; C -0.24; C -1.23; C -0.85; C -0.41; H 0.40; H 0.56; H 0.43; H 0.45; N -0.57; C -0.67; C -0.76; N -0.60; H 0.10; H 0.43; H 0.35; H 0.51; H 0.41; H 0.32; H 0.36; H 0.15; O -0.68; O -0.79; C 0.10; O -0.76; C -0.14; C -0.87; Ge 1.81; C -0.40; C -0.28; C -0.65; C -0.55; C -0.83; C -0.03; C 0.16; C -0.20; C -0.63; C -0.42; C -0.68; C -0.58; C 0.00; C -0.51; C -0.67; C -0.40; C -0.73; C -0.11; H -0.04; H 0.36; H 0.50; H 0.53; H 0.38; H 0.41; H 0.41; H 0.40; H 0.50; H 0.30; H 0.39; H 0.37; H 0.39; H 0.33; H 0.30; H 0.40; H 0.38; H 0.39; H 0.43

=====

The lowest ΔE to the lowest compared entry with this formula, charge and spin belongs to which entry?
C36H42CaN2O7PS

=====

What is the formula in the first record?
C36H42CaN2O7PS

=====

Which of these has the highest electronic energy?
C36H42CaN2O7PS

=====

ΔE to the lowest compared entry with this formula, charge and spin of number 1 (C36H42CaN2O7PS)?
116.8 kJ/mol